(1)
The following is a quantum chemistry calculation of a cluster of 2 separate species, C35H43N2O in total in a non-equilibrium geometry, from the OMol25 dataset.

Its net charge is +1. The orbital gap is 3.8 eV.

Cartesian coordinates (Å):
C  -3.495  -0.278  -3.857
C  -2.711  -1.142  -2.903
C  -2.245  -0.631  -1.689
C  -1.450  -1.380  -0.818
C  -0.971  -0.724  0.450
C  -1.111  -2.700  -1.166
C  -0.168  -3.530  -0.309
C  -0.886  -4.060  0.945
C  1.176  -2.836  0.034
C  1.764  -2.068  -1.067
C  3.146  -1.895  -1.269
C  3.681  -2.026  -2.600
C  2.843  -2.604  -3.700
C  5.008  -1.710  -2.851
C  5.868  -1.294  -1.827
C  7.268  -0.874  -2.145
C  5.400  -1.337  -0.508
C  4.083  -1.655  -0.200
C  3.691  -1.718  1.241
C  -1.674  -3.264  -2.329
C  -1.465  -4.716  -2.675
C  -2.427  -2.475  -3.193
H  -3.831  -0.865  -4.721
H  -4.385  0.166  -3.387
H  -2.892  0.556  -4.246
H  -2.506  0.387  -1.408
H  -0.971  -1.396  1.317
H  0.042  -0.310  0.345
H  -1.607  0.131  0.706
H  0.103  -4.417  -0.896
H  -1.833  -4.542  0.666
H  -0.264  -4.799  1.467
H  -1.127  -3.263  1.659
H  1.049  -2.159  0.889
H  1.864  -3.640  0.350
H  1.098  -1.845  -1.900
H  3.355  -2.497  -4.664
H  2.670  -3.680  -3.539
H  1.865  -2.118  -3.788
H  5.395  -1.797  -3.870
H  7.793  -0.564  -1.237
H  7.845  -1.689  -2.602
H  7.272  -0.040  -2.857
H  6.103  -1.128  0.303
H  4.585  -1.563  1.860
H  2.965  -0.939  1.514
H  3.267  -2.693  1.516
H  -2.037  -4.950  -3.579
H  -0.414  -4.958  -2.892
H  -1.816  -5.395  -1.885
H  -2.800  -2.921  -4.125
H  0.295  1.618  -0.539
C  -0.210  2.643  -0.490
H  0.096  3.196  -1.399
C  -1.694  2.542  -0.508
C  -2.461  2.836  0.570
N  -1.954  3.504  1.655
C  -2.764  3.716  2.813
C  -3.501  2.649  3.353
C  -4.196  2.831  4.551
C  -4.245  4.084  5.165
C  -5.029  4.262  6.429
C  -3.539  5.152  4.600
C  -2.766  4.965  3.450
C  -0.628  3.904  1.623
C  0.244  3.445  0.696
C  1.669  3.833  0.870
N  2.551  3.364  -0.086
O  2.027  4.488  1.842
H  -2.182  2.218  -1.427
H  -3.522  2.591  0.623
H  -3.487  1.678  2.860
H  -4.716  1.990  5.003
H  -5.258  5.318  6.611
H  -5.973  3.705  6.387
H  -4.476  3.886  7.301
H  -3.586  6.141  5.058
H  -2.182  5.784  3.024
H  -0.339  4.541  2.458
H  2.237  3.195  -1.035
H  3.477  3.768  -0.013

These are the Mulliken partial charges, in e, on atoms 1 to 2: -1.38, -0.12

(2)
The following is a quantum chemistry calculation of a structure of composition C35H44As2IrN3Si in a non-equilibrium geometry, from the OMol25 dataset.

Its net charge is +2. The orbital gap (spin up / spin down) is 5.7 / 5.7 eV.

Cartesian coordinates (Å):
Ir  -0.593  -0.191  0.289
C  0.266  0.178  4.286
As  -0.944  -0.334  2.848
C  -2.531  0.620  3.455
C  -1.386  -2.181  3.241
C  -1.209  -2.709  4.515
C  -1.513  -4.039  4.771
C  -2.002  -4.847  3.755
C  -2.194  -4.322  2.486
C  -1.885  -2.993  2.224
As  -2.201  -2.246  0.457
C  -2.160  -3.754  -0.759
C  -4.098  -1.822  0.533
H  -0.280  0.203  5.228
H  0.652  1.178  4.091
H  1.099  -0.519  4.370
H  -2.823  0.247  4.435
H  -3.360  0.495  2.761
H  -2.296  1.682  3.534
H  -0.835  -2.086  5.317
H  -1.367  -4.442  5.764
H  -2.234  -5.886  3.949
H  -2.589  -4.959  1.703
H  -2.998  -4.415  -0.550
H  -1.219  -4.289  -0.648
H  -2.245  -3.389  -1.782
H  -4.627  -2.730  0.817
H  -4.450  -1.487  -0.442
H  -4.286  -1.051  1.277
C  -0.682  -0.434  -1.894
Si  0.999  0.199  -2.385
C  2.183  -0.630  -1.111
N  1.716  -0.446  0.277
C  2.043  0.880  0.858
C  3.091  0.802  1.975
C  4.178  -0.201  1.598
C  3.586  -1.614  1.446
C  2.075  -1.560  1.183
C  1.508  -0.404  -4.086
C  1.525  -1.770  -4.378
C  1.852  -2.218  -5.648
C  2.157  -1.303  -6.647
C  2.148  0.056  -6.371
C  1.821  0.505  -5.098
C  1.162  2.061  -2.238
C  2.421  2.672  -2.210
C  2.550  4.052  -2.183
C  1.416  4.856  -2.191
C  0.159  4.271  -2.231
C  0.036  2.888  -2.256
H  -0.811  -1.482  -2.164
H  -1.508  0.142  -2.314
H  3.196  -0.239  -1.248
H  2.206  -1.699  -1.327
H  1.122  1.328  1.267
H  2.392  1.525  0.056
H  2.627  0.514  2.920
H  3.511  1.799  2.110
H  4.960  -0.198  2.356
H  4.647  0.118  0.664
H  3.743  -2.196  2.354
H  4.087  -2.144  0.636
H  1.541  -1.423  2.122
H  1.736  -2.495  0.740
H  1.281  -2.498  -3.609
H  1.867  -3.279  -5.860
H  2.398  -1.650  -7.643
H  2.395  0.771  -7.145
H  1.811  1.570  -4.896
H  3.320  2.063  -2.227
H  3.533  4.502  -2.172
H  1.511  5.933  -2.182
H  -0.725  4.896  -2.265
H  -0.953  2.444  -2.314
N  -0.977  6.241  1.158
C  -1.508  5.257  0.900
C  -2.137  4.012  0.574
C  -3.482  3.928  0.222
C  -4.002  2.689  -0.115
C  -3.171  1.584  -0.087
N  -1.881  1.665  0.269
C  -1.373  2.852  0.590
H  -4.097  4.818  0.207
H  -5.035  2.581  -0.411
H  -3.533  0.604  -0.362
H  -0.327  2.896  0.862

These are the Mulliken partial charges, in e, on atoms 1 to 2: 2.55, -1.62

(3)
The following is a quantum chemistry calculation of a structure of composition C35H44CdI2N4O3Si, from the OMol25 dataset.

The orbital gap is 6.2 eV.

Cartesian coordinates (Å):
Cd  0.331  0.156  -0.370
O  1.239  -6.673  3.011
C  0.106  -5.879  3.283
C  0.162  -4.587  2.513
C  -0.791  -3.594  2.711
C  -0.707  -2.435  1.960
N  0.238  -2.206  1.065
C  1.155  -3.154  0.860
C  1.147  -4.356  1.565
C  2.121  -2.919  -0.227
C  3.353  -3.568  -0.278
C  4.162  -3.401  -1.394
C  5.490  -4.109  -1.480
O  6.330  -3.828  -0.385
C  3.709  -2.569  -2.411
C  2.482  -1.943  -2.263
N  1.709  -2.107  -1.203
H  1.194  -7.478  3.536
H  0.045  -5.644  4.356
H  -0.813  -6.419  3.002
H  -1.590  -3.711  3.425
H  -1.446  -1.657  2.078
H  1.872  -5.127  1.370
H  3.694  -4.190  0.533
H  5.982  -3.860  -2.432
H  5.333  -5.192  -1.447
H  6.514  -2.881  -0.365
H  4.300  -2.413  -3.300
H  2.086  -1.291  -3.029
N  -1.120  1.113  -4.764
C  -1.266  0.429  -3.607
O  -0.293  0.101  -2.952
C  -2.685  0.088  -3.227
C  -2.715  -0.934  -2.107
H  -0.190  1.361  -5.064
H  -1.902  1.402  -5.323
H  -3.216  -0.268  -4.119
H  -3.190  1.006  -2.905
H  -1.888  -1.638  -2.189
H  -3.654  -1.483  -2.123
C  2.020  1.210  -1.287
Si  2.454  2.907  -0.633
C  2.540  2.792  1.285
N  1.430  1.977  1.787
C  1.793  0.987  2.792
C  1.956  1.524  4.232
C  1.825  3.042  4.284
C  0.538  3.501  3.598
C  0.314  2.786  2.244
C  1.233  4.258  -1.183
C  0.544  4.173  -2.388
C  -0.292  5.191  -2.811
C  -0.466  6.317  -2.026
C  0.198  6.415  -0.817
C  1.042  5.398  -0.408
C  4.213  3.458  -1.139
C  5.256  2.538  -1.085
C  6.548  2.886  -1.427
C  6.828  4.181  -1.831
C  5.806  5.114  -1.889
C  4.515  4.754  -1.547
H  2.871  0.540  -1.165
H  1.791  1.241  -2.348
H  2.549  3.787  1.736
H  3.486  2.323  1.556
H  2.716  0.507  2.461
H  1.003  0.227  2.787
H  2.931  1.237  4.629
H  1.188  1.090  4.874
H  2.695  3.501  3.813
H  1.815  3.374  5.324
H  0.573  4.584  3.460
H  -0.301  3.282  4.260
H  -0.535  2.109  2.335
H  0.083  3.516  1.464
H  0.676  3.300  -3.009
H  -0.807  5.111  -3.759
H  -1.112  7.118  -2.356
H  0.063  7.289  -0.195
H  1.572  5.496  0.527
H  5.043  1.529  -0.761
H  7.337  2.147  -1.377
H  7.837  4.460  -2.097
H  6.021  6.127  -2.203
H  3.722  5.487  -1.590
I  -2.142  0.295  4.046
C  -2.932  1.135  2.198
I  -2.608  0.060  -0.045
H  -2.620  2.175  2.186
H  -4.010  1.101  2.324

These are the Mulliken partial charges, in e, on atoms 1 to 2: 1.70, -0.50

(4)
The following is a quantum chemistry calculation of a structure of composition C35H44GeN4ReS2 in a non-equilibrium geometry, from the OMol25 dataset.

Its net charge is +3. The orbital gap is 5.6 eV.

Cartesian coordinates (Å):
Re  0.424  1.317  -0.063
C  2.691  3.412  -0.221
C  2.808  2.359  -1.219
C  2.575  1.100  -0.634
C  2.322  1.346  0.803
C  2.395  2.826  0.986
C  2.220  3.472  2.316
C  2.935  0.474  1.871
C  3.130  -0.182  -1.194
C  3.215  2.602  -2.610
C  2.922  4.845  -0.540
H  2.008  4.539  2.246
H  3.147  3.374  2.888
H  1.442  2.987  2.904
H  4.002  0.695  1.929
H  2.822  -0.583  1.645
H  2.502  0.667  2.851
H  4.220  -0.159  -1.141
H  2.851  -0.343  -2.234
H  2.792  -1.055  -0.634
H  4.290  2.825  -2.597
H  2.730  3.491  -3.016
H  3.055  1.747  -3.260
H  3.934  4.995  -0.918
H  2.804  5.481  0.335
H  2.242  5.190  -1.321
C  -1.982  6.345  -2.121
N  -1.517  4.975  -2.328
C  -0.778  4.295  -1.477
N  -0.448  4.819  -0.303
S  -0.270  2.724  -2.054
H  -2.410  6.697  -3.055
H  -1.144  6.995  -1.868
H  -2.747  6.380  -1.345
H  -1.794  4.497  -3.173
H  -0.785  5.729  -0.022
H  0.221  4.364  0.293
S  -0.976  2.006  1.570
C  -2.183  0.782  2.070
N  -3.425  1.216  2.099
C  -4.549  0.398  2.598
C  -4.185  -1.070  2.454
C  -2.823  -1.341  3.064
N  -1.841  -0.412  2.475
H  -3.609  2.158  1.790
H  -5.418  0.656  1.997
H  -4.745  0.684  3.632
H  -4.179  -1.346  1.397
H  -4.933  -1.682  2.955
H  -2.473  -2.351  2.858
H  -2.821  -1.185  4.144
H  -0.873  -0.703  2.408
C  0.090  -0.340  -0.118
Ge  -0.126  -2.372  -0.400
C  0.617  -3.172  1.200
C  0.720  -4.566  1.244
C  1.220  -5.206  2.367
C  1.625  -4.467  3.470
C  1.525  -3.082  3.446
C  1.029  -2.450  2.317
C  0.811  -2.621  -2.066
C  0.582  -1.762  -3.140
C  1.152  -2.010  -4.376
C  1.964  -3.125  -4.552
C  2.201  -3.983  -3.491
C  1.629  -3.732  -2.252
C  -2.027  -2.729  -0.509
C  -2.817  -2.153  -1.506
C  -4.140  -2.525  -1.662
C  -4.689  -3.500  -0.838
C  -3.913  -4.088  0.149
C  -2.595  -3.689  0.326
H  0.390  -5.174  0.408
H  1.290  -6.284  2.381
H  2.024  -4.968  4.341
H  1.846  -2.502  4.301
H  1.004  -1.360  2.307
H  -0.061  -0.892  -3.026
H  0.962  -1.347  -5.208
H  2.405  -3.325  -5.519
H  2.830  -4.851  -3.628
H  1.839  -4.411  -1.434
H  -2.392  -1.433  -2.197
H  -4.739  -2.083  -2.447
H  -5.714  -3.813  -0.980
H  -4.331  -4.865  0.775
H  -1.998  -4.174  1.089

These are the Mulliken partial charges, in e, on atoms 1 to 2: -0.72, 1.05

Per-record energy relative to the best compared isomer or geometry (same formula, charge and spin), eV: 1.7026, 0.0000, 1.6234, 1.4911